Record 1
C15H25NO3 | ωB97M-V with the def2-TZVPD basis set

Geometry (Å):
C1 4.204 2.387 1.083
O1 3.776 2.062 -0.242
C2 4.592 0.996 -0.817
C3 4.237 0.686 -2.167
C4 2.934 0.159 -2.085
C5 3.006 -1.426 -1.993
C6 1.876 -2.132 -1.796
C7 0.497 -1.323 -1.991
C8 0.579 0.046 -2.035
C9 1.755 0.673 -2.013
H1 1.837 1.570 -2.224
H2 -0.289 0.599 -2.058
O2 -0.638 -1.954 -1.739
C10 -1.894 -1.623 -1.687
C11 -2.138 -0.995 -0.276
O3 -1.833 -2.273 0.717
H3 -1.210 -2.676 0.441
C12 -3.457 -0.527 0.046
N1 -3.848 0.461 0.898
H4 -2.968 1.133 0.899
C13 -3.788 0.175 2.299
C14 -4.413 1.039 3.109
H5 -5.501 1.283 2.583
H6 -4.639 0.751 4.199
H7 -4.082 2.170 2.858
C15 -2.535 -0.185 3.047
H8 -1.794 0.849 3.110
H9 -2.023 -1.093 2.435
H10 -2.478 -0.461 4.153
H11 -4.398 -0.842 2.479
H12 -4.251 -1.385 0.093
H13 -3.839 0.037 -1.061
H14 -1.390 -0.375 0.062
H15 -2.563 -2.198 -1.853
H16 -1.940 -0.644 -2.314
H17 1.605 -3.366 -2.022
H18 3.752 -1.919 -2.216
H19 5.136 -0.192 -2.488
H20 4.205 1.516 -2.819
H21 4.860 0.043 -0.192
H22 5.795 1.364 -0.658
H23 4.316 1.406 1.756
H24 3.623 3.253 1.295
H25 5.325 2.932 1.181

The calculated total energy is -866.482546 Ha. Its spin multiplicity is 1. The value obtained for the energy above the lowest of the compared OMol25 structures with the same formula, charge and spin is 16.9801 eV. Its structure (SMILES) is COCCc1ccc(OC[C@H](O)CNC(C)C)cc1. For the HOMO energy, the calculation gives -0.299 hartree. For the HOMO-LUMO gap, the calculation gives 8.890 eV.

Mulliken atomic charge list, values in e, 6 entries: -0.678, -0.257, -0.543, -0.539, 0.649, -0.774

Record 2
C27H47N5O2 | ωB97M-V with the def2-TZVPD basis set

Geometry (Å):
C1 1.973 0.036 2.361
C2 1.406 1.065 1.376
C3 0.048 0.650 0.792
C4 -0.911 -0.065 1.737
C5 -2.186 -0.520 0.998
C6 -3.463 0.257 1.346
C7 -3.481 1.748 0.923
C8 -3.034 2.772 1.945
O1 -2.075 2.661 2.658
C9 -4.609 -0.435 0.496
C10 -5.769 -0.555 1.464
N1 -5.015 -0.935 2.669
C11 -3.976 -0.015 2.770
O2 -3.614 0.467 3.816
H1 1.258 -0.148 3.159
H2 2.946 0.296 2.761
H3 2.078 -0.909 1.822
H4 2.111 1.162 0.551
H5 1.356 2.045 1.855
H6 -0.452 1.560 0.435
H7 0.204 0.033 -0.089
H8 -0.412 -0.968 2.087
H9 -1.131 0.535 2.617
H10 -2.045 -0.426 -0.080
H11 -2.378 -1.561 1.248
H12 -4.510 2.001 0.659
H13 -2.897 1.851 0.007
H14 -3.648 3.693 2.011
H15 -4.812 0.083 -0.440
H16 -4.270 -1.432 0.214
H17 -6.554 -1.249 1.193
H18 -6.136 0.468 1.619
H19 -5.548 -1.068 3.517
C12 -1.750 -4.395 -2.189
C13 -1.661 -3.024 -2.843
C14 -0.226 -2.486 -2.917
C15 0.350 -2.341 -1.578
N2 0.752 -2.227 -0.510
H20 -1.403 -4.365 -1.155
H21 -2.776 -4.746 -2.181
H22 -1.143 -5.127 -2.729
H23 -2.282 -2.316 -2.290
H24 -2.062 -3.073 -3.856
H25 -0.207 -1.509 -3.402
H26 0.412 -3.159 -3.494
C16 5.602 5.388 2.565
C17 4.604 5.437 1.413
C18 3.441 4.453 1.589
C19 3.924 3.074 1.656
N3 4.326 2.002 1.704
H27 6.076 4.409 2.644
H28 6.393 6.123 2.417
H29 5.115 5.606 3.517
H30 5.118 5.224 0.474
H31 4.191 6.444 1.330
H32 2.740 4.526 0.757
H33 2.892 4.667 2.508
C20 9.262 -0.725 1.648
C21 7.778 -0.387 1.740
C22 7.503 1.120 1.749
C23 8.137 1.770 2.898
N4 8.632 2.280 3.800
H34 9.810 -0.346 2.512
H35 9.409 -1.805 1.613
H36 9.708 -0.295 0.749
H37 7.357 -0.835 2.642
H38 7.251 -0.826 0.891
H39 6.430 1.313 1.800
H40 7.888 1.584 0.838
C24 -7.326 -2.472 -5.528
C25 -5.937 -2.282 -6.126
C26 -5.020 -3.489 -5.897
C27 -4.820 -3.741 -4.468
N5 -4.662 -3.919 -3.345
H41 -7.280 -2.589 -4.444
H42 -7.954 -1.607 -5.739
H43 -7.816 -3.354 -5.944
H44 -5.474 -1.391 -5.698
H45 -6.022 -2.114 -7.200
H46 -4.043 -3.322 -6.353
H47 -5.448 -4.387 -6.345

The calculated total energy is -1481.216012 Ha. Its spin multiplicity is 1. Its structure (SMILES) is CCCCC[C@@]1(CC=O)CCNC1=O.CCCC#N.CCCC#N.CCCC#N.CCCC#N. For the HOMO energy, the calculation gives -0.340 hartree. For the HOMO-LUMO gap, the calculation gives 9.535 eV.

Mulliken atomic charge list, values in e, 6 entries: -1.342, -0.418, -0.425, -0.809, -2.004, 2.451

Record 3
C2H7N | ωB97M-V with the def2-TZVPD basis set

Geometry (Å):
C1 0.168 -1.134 -0.410
C2 -0.624 0.154 -0.394
N1 -1.294 0.792 0.534
H1 0.283 -1.736 0.474
H2 0.066 -1.626 -1.365
H3 0.693 -0.065 -0.331
H4 1.369 1.386 0.956
H5 -1.104 0.466 -1.314
H6 1.935 1.593 0.526
H7 -1.492 0.170 1.324

The calculated total energy is -134.991755 Ha. Its spin multiplicity is 1. The value obtained for the energy above the lowest of the compared OMol25 structures with the same formula, charge and spin is 4.1696 eV. For the HOMO energy, the calculation gives -0.349 hartree. For the HOMO-LUMO gap, the calculation gives 10.559 eV.

Mulliken atomic charge list, values in e, 6 entries: -0.640, 0.012, -0.597, 0.315, 0.255, 0.051

Record 4
CH2BrN2 | ωB97M-V with the def2-TZVPD basis set

Geometry (Å):
C1 -0.170 -0.422 -0.041
N1 -0.896 0.669 -0.079
N2 0.496 -1.319 -0.060
Br1 -2.800 -0.097 0.007
H1 -1.237 1.826 -0.141
H2 1.086 -2.173 0.199

The calculated total energy is -2722.415028 Ha. Its spin multiplicity is 1. The value obtained for the energy above the lowest of the compared OMol25 structures with the same formula, charge and spin is 0.3625 eV. Its structure (SMILES) is [NH+]#CNBr. For the HOMO energy, the calculation gives -0.576 hartree. For the HOMO-LUMO gap, the calculation gives 8.918 eV. The charge is +1.

Let us look at the Mulliken charges, expressed in e, one per atom: 0.392, -0.566, 0.045, 0.168, 0.543, 0.418

Record 5
C24H30N8RuS2 | ωB97M-V with the def2-TZVPD basis set

Geometry (Å):
Ru1 -0.376 -0.783 -0.975
S1 -0.188 -3.402 -0.912
C1 -0.185 -3.630 -2.608
C2 -0.505 -4.929 -3.068
N1 -0.832 -5.962 -3.434
C3 0.106 -2.653 -3.552
S2 0.493 -1.020 -3.177
C4 0.164 -2.992 -4.922
N2 0.228 -3.226 -6.040
C5 -2.856 -1.262 -1.343
N3 -3.256 0.030 -0.840
C6 -4.003 0.824 -1.803
C7 -2.594 0.543 0.227
N4 -1.439 -0.055 0.593
C8 -1.069 -0.142 1.921
C9 -2.059 -0.280 2.900
C10 -1.744 -0.347 4.248
C11 -0.431 -0.268 4.648
C12 0.605 -0.165 3.695
C13 1.937 -0.057 4.141
C14 2.971 0.067 3.239
C15 2.706 0.041 1.883
C16 1.400 -0.083 1.372
N5 1.263 -0.203 0.015
C17 2.300 0.299 -0.759
N6 2.438 1.634 -0.780
C18 1.315 2.473 -0.407
C19 3.706 2.336 -0.873
N7 3.098 -0.533 -1.415
C20 3.929 -0.149 -2.537
C21 3.106 -1.957 -1.138
C22 0.305 -0.141 2.299
N8 -3.078 1.620 0.865
C23 -4.496 1.894 1.005
C24 -2.243 2.512 1.640
H1 -3.607 -1.608 -2.056
H2 -2.790 -2.003 -0.535
H3 -1.876 -1.185 -1.924
H4 -3.540 0.707 -2.788
H5 -3.987 1.877 -1.542
H6 -5.037 0.480 -1.877
H7 -3.089 -0.373 2.592
H8 -2.533 -0.447 4.976
H9 -0.175 -0.301 5.695
H10 2.137 -0.070 5.201
H11 3.990 0.164 3.579
H12 3.537 0.066 1.193
H13 0.374 1.983 -0.702
H14 1.396 3.421 -0.938
H15 1.303 2.676 0.668
H16 4.542 1.659 -0.727
H17 3.726 3.085 -0.080
H18 3.817 2.853 -1.827
H19 3.640 0.823 -2.920
H20 3.789 -0.883 -3.332
H21 4.982 -0.147 -2.257
H22 2.502 -2.198 -0.264
H23 4.133 -2.279 -0.960
H24 2.727 -2.512 -1.999
H25 -5.089 1.059 0.643
H26 -4.789 2.806 0.487
H27 -4.703 2.032 2.069
H28 -1.189 2.354 1.426
H29 -2.406 2.388 2.712
H30 -2.498 3.539 1.380

The calculated total energy is -2261.228509 Ha. Its spin multiplicity is 5. For the HOMO energy (spin up / spin down), the calculation gives -0.500 / -0.522 hartree. For the HOMO-LUMO gap (spin up / spin down), the calculation gives 7.157 / 5.451 eV. The charge is +2.

Mulliken atomic charge list, values in e, 6 entries: 0.042, -0.156, 0.772, -0.326, -0.308, 0.625

Record 6
C38H64F36N10O26S12 | ωB97M-V with the def2-TZVPD basis set

Geometry (Å):
C1 3.465 -5.800 5.750
N1 2.431 -6.843 5.342
C2 3.273 -8.202 5.096
C3 1.505 -7.128 6.573
C4 1.627 -6.537 3.986
C5 0.612 -5.398 4.268
O1 1.251 -4.167 4.523
H1 2.871 -4.989 6.170
H2 3.841 -5.282 4.867
H3 4.138 -6.197 6.510
H4 4.077 -7.977 4.395
H5 2.660 -8.903 4.529
H6 3.745 -8.600 5.993
H7 2.244 -7.309 7.353
H8 0.928 -8.007 6.287
H9 0.951 -6.222 6.821
H10 1.021 -7.396 3.698
H11 2.354 -6.189 3.252
H12 -0.198 -5.536 4.983
H13 -0.018 -5.230 3.394
H14 1.100 -3.617 3.751
C6 -2.904 1.857 7.369
N2 -1.483 2.255 6.903
C7 -0.711 0.928 6.675
C8 -1.558 2.972 5.469
C9 -0.706 3.304 7.802
C10 -1.434 4.485 8.485
O2 -2.613 4.069 9.192
H15 -2.802 1.690 8.441
H16 -3.361 0.947 6.982
H17 -3.546 2.724 7.211
H18 0.287 1.113 6.276
H19 -1.189 0.317 5.909
H20 -0.516 0.442 7.632
H21 -2.016 3.958 5.537
H22 -2.202 2.369 4.829
H23 -0.496 3.007 5.225
H24 0.135 3.702 7.234
H25 -0.356 2.587 8.544
H26 -1.677 5.310 7.815
H27 -0.812 4.909 9.273
H28 -2.919 4.856 9.649
C11 4.333 -1.718 -8.016
C12 2.935 -1.786 -7.309
C13 1.735 -2.265 -8.022
N3 0.507 -2.383 -7.061
C14 -0.036 -1.038 -6.470
C15 0.702 -3.414 -5.922
C16 -0.684 -3.997 -5.631
C17 -1.557 -3.539 -6.688
C18 -0.675 -2.927 -7.798
H29 4.785 -0.738 -7.866
H30 4.220 -2.052 -9.048
H31 4.979 -2.511 -7.640
H32 2.805 -0.744 -7.017
H33 3.175 -2.360 -6.414
H34 1.868 -3.277 -8.405
H35 1.509 -1.546 -8.808
H36 -0.179 -0.512 -7.413
H37 0.797 -0.532 -5.982
H38 -0.847 -1.050 -5.742
H39 1.145 -2.899 -5.069
H40 1.406 -4.191 -6.218
H41 -1.044 -3.677 -4.653
H42 -0.556 -5.079 -5.612
H43 -2.270 -2.783 -6.359
H44 -2.250 -4.308 -7.031
H45 -1.150 -2.079 -8.293
H46 -0.300 -3.532 -8.624
C19 2.650 10.390 -0.259
C20 2.252 8.840 -0.476
C21 2.358 8.347 -1.930
N4 1.705 6.891 -2.138
C22 1.932 5.875 -1.020
C23 2.097 6.211 -3.438
C24 0.984 5.226 -3.922
C25 -0.288 5.868 -3.262
C26 0.150 7.032 -2.342
H47 1.885 11.016 -0.718
H48 3.578 10.589 -0.795
H49 2.878 10.610 0.784
H50 1.277 8.641 -0.030
H51 2.904 8.199 0.117
H52 3.386 8.214 -2.268
H53 1.924 9.077 -2.614
H54 1.606 4.851 -1.202
H55 1.280 6.203 -0.210
H56 2.991 5.784 -0.780
H57 3.073 5.819 -3.152
H58 2.198 7.001 -4.182
H59 1.223 4.243 -3.515
H60 0.952 5.107 -5.005
H61 -0.897 5.177 -2.679
H62 -1.004 6.224 -4.003
H63 -0.375 7.045 -1.387
H64 -0.065 7.908 -2.955
C27 -8.697 -1.832 4.864
F1 -8.141 -1.932 3.664
F2 -9.710 -2.668 4.743
F3 -7.880 -2.190 5.902
S1 -9.277 0.063 5.133
O3 -8.090 0.896 5.127
O4 -10.180 0.368 4.044
N5 -10.132 -0.051 6.686
S2 -9.621 1.316 7.400
O5 -8.268 1.362 7.963
O6 -9.994 2.516 6.631
C28 -10.783 1.251 8.839
F4 -12.063 1.233 8.397
F5 -10.505 0.229 9.609
F6 -10.590 2.359 9.570
C29 -6.409 10.743 -0.366
F7 -5.807 11.912 -0.489
F8 -7.477 10.816 0.496
F9 -6.778 10.342 -1.553
S3 -5.101 9.482 0.364
O7 -3.770 9.995 -0.076
O8 -5.241 9.551 1.835
N6 -5.595 8.035 -0.322
S4 -6.083 7.196 0.857
O9 -5.118 6.738 1.913
O10 -7.420 7.504 1.347
C30 -6.432 5.417 -0.073
F10 -6.361 4.405 0.902
F11 -7.659 5.450 -0.582
F12 -5.473 5.115 -1.003
C31 2.165 -2.406 -0.287
F13 1.217 -3.398 -0.381
F14 2.954 -2.677 0.801
F15 2.779 -2.303 -1.445
S5 1.413 -0.766 0.174
O11 2.257 -0.073 1.167
O12 1.143 0.032 -1.038
N7 0.046 -1.306 1.023
S6 -1.178 -0.896 0.247
O13 -1.229 0.592 0.236
O14 -1.431 -1.413 -1.097
C32 -2.679 -1.423 1.341
F16 -2.734 -2.808 1.379
F17 -2.485 -1.017 2.618
F18 -3.704 -0.812 0.862
C33 8.410 -6.335 -1.733
F19 7.086 -6.346 -1.603
F20 8.782 -7.233 -2.649
F21 8.783 -5.154 -2.023
S7 9.057 -6.970 0.022
O15 8.560 -5.895 0.887
O16 8.321 -8.246 0.324
N8 10.813 -7.067 -0.199
S8 11.330 -6.396 1.079
O17 11.596 -4.970 0.930
O18 10.676 -6.827 2.297
C34 13.076 -7.235 1.224
F22 12.995 -8.520 1.429
F23 13.805 -7.032 0.127
F24 13.707 -6.615 2.192
C35 7.326 2.868 -3.189
F25 6.585 2.878 -4.277
F26 6.505 2.577 -2.234
F27 8.225 1.917 -3.292
S9 8.140 4.741 -2.984
O19 7.003 5.614 -2.674
O20 9.081 4.640 -1.844
N9 8.993 4.899 -4.531
S10 8.481 6.206 -4.899
O21 7.059 6.089 -5.292
O22 8.767 7.293 -3.969
C36 9.333 6.650 -6.549
F28 10.631 6.705 -6.265
F29 9.162 5.744 -7.546
F30 8.939 7.822 -7.038
C37 -9.412 -10.745 -5.407
F31 -8.422 -11.615 -5.707
F32 -10.312 -10.749 -6.441
F33 -9.986 -11.111 -4.233
S11 -8.526 -9.020 -5.327
O23 -7.082 -9.174 -5.048
O24 -8.920 -8.311 -6.541
N10 -9.338 -7.944 -4.149
S12 -8.506 -8.273 -2.751
O25 -9.296 -7.784 -1.572
O26 -8.154 -9.680 -2.523
C38 -6.839 -7.213 -2.745
F34 -5.749 -7.981 -3.070
F35 -6.900 -6.238 -3.593
F36 -6.668 -6.635 -1.535

The calculated total energy is -12362.873158 Ha. Its spin multiplicity is 1. The value obtained for the energy above the lowest of the compared OMol25 structures with the same formula, charge and spin is 8.6255 eV. For the HOMO energy, the calculation gives -0.199 hartree. For the HOMO-LUMO gap, the calculation gives 6.223 eV. The charge is -2.

Mulliken atomic charge list, values in e, 6 entries: -0.869, -0.119, -0.867, -0.912, -0.388, -0.666

Record 7
C7H7N3O4 | ωB97M-V with the def2-TZVPD basis set

Geometry (Å):
C1 1.517 2.327 -1.249
C2 1.342 1.142 -1.868
C3 0.833 2.460 -0.067
C4 0.667 0.069 -1.233
C5 0.040 1.483 0.449
C6 -0.049 0.179 -0.028
C7 -0.876 -0.888 0.575
N1 -1.003 -0.651 1.907
N2 -2.095 -1.361 -0.017
N3 0.194 -2.401 0.456
O1 -2.476 -1.020 -1.107
O2 -2.726 -2.096 0.722
O3 0.509 -2.772 1.561
O4 0.257 -3.076 -0.533
H1 2.185 3.116 -1.725
H2 1.811 1.046 -2.830
H3 0.991 3.334 0.603
H4 0.755 -0.857 -1.852
H5 -0.244 1.791 1.461
H6 -0.159 -0.418 2.406
H7 -1.472 -1.405 2.369

The calculated total energy is -735.936379 Ha. Its spin multiplicity is 1. The value obtained for the energy above the lowest of the compared OMol25 structures with the same formula, charge and spin is 0.3907 eV. For the HOMO energy, the calculation gives -0.365 hartree. For the HOMO-LUMO gap, the calculation gives 8.823 eV.

Mulliken atomic charge list, values in e, 6 entries: -0.290, -0.715, -0.464, -0.090, -0.410, -0.073

Record 8
C26H40BrNOP2Sr | ωB97M-V with the def2-TZVPD basis set

Geometry (Å):
N1 -4.898 5.114 -1.871
C1 -4.063 5.526 -0.911
C2 -2.751 5.043 -0.781
C3 -2.294 4.049 -1.685
C4 -3.217 3.588 -2.658
C5 -4.493 4.168 -2.718
C6 -0.912 3.561 -1.610
Sr1 1.521 2.821 -0.669
P1 4.147 1.306 0.205
C7 -0.478 2.322 -2.121
C8 -0.826 1.003 -1.548
C9 -0.145 -0.154 -2.022
C10 -0.308 -1.391 -1.438
C11 -1.029 -1.528 -0.208
C12 -1.844 -0.417 0.153
C13 -1.723 0.817 -0.467
Br1 1.000 -1.788 1.211
H1 -0.183 4.385 -1.376
H2 0.116 2.311 -3.065
H3 -2.093 5.427 0.001
H4 -2.949 2.839 -3.407
H5 -4.427 6.307 -0.234
H6 -5.196 3.877 -3.506
H7 0.548 -0.026 -2.868
H8 -2.290 1.685 -0.105
H9 0.214 -2.264 -1.839
H10 -2.548 -0.521 0.985
P2 -1.544 -3.167 0.423
C14 3.930 3.035 0.822
C15 5.112 3.458 1.709
H11 3.005 3.089 1.429
H12 3.888 3.711 -0.061
H13 4.943 4.480 2.070
H14 5.217 2.815 2.587
H15 6.059 3.457 1.159
C16 2.867 0.502 -0.912
C17 3.436 -0.841 -1.395
H16 2.715 1.147 -1.807
H17 1.927 0.309 -0.354
H18 2.827 -1.241 -2.214
H19 4.461 -0.712 -1.762
H20 3.448 -1.581 -0.588
C18 3.817 0.418 1.799
C19 5.082 -0.089 2.511
H21 3.136 -0.425 1.576
H22 3.248 1.095 2.463
H23 4.798 -0.782 3.314
H24 5.745 -0.632 1.825
H25 5.661 0.725 2.966
C20 -1.671 -3.143 2.217
C21 -1.416 -4.501 2.855
H26 -2.642 -2.721 2.481
H27 -0.906 -2.430 2.552
H28 -2.193 -5.247 2.635
H29 -0.450 -4.912 2.538
H30 -1.364 -4.376 3.944
C22 -0.436 -4.470 -0.165
C23 -0.734 -4.745 -1.640
H31 -0.627 -5.362 0.451
H32 0.616 -4.171 0.002
H33 -1.593 -5.418 -1.764
H34 -0.963 -3.826 -2.194
H35 0.131 -5.208 -2.127
C24 -3.221 -3.468 -0.219
C25 -4.389 -2.847 0.543
H36 -3.330 -4.558 -0.276
H37 -3.221 -3.098 -1.255
H38 -4.582 -1.835 0.172
H39 -5.296 -3.434 0.369
H40 -4.236 -2.794 1.624
O1 -0.383 2.967 2.597
C26 0.249 2.762 1.653

The calculated total energy is -4431.517969 Ha. Its spin multiplicity is 1. The value obtained for the energy above the lowest of the compared OMol25 structures with the same formula, charge and spin is 1.0872 eV. For the HOMO energy (spin up / spin down), the calculation gives -0.474 / -0.473 hartree. For the HOMO-LUMO gap (spin up / spin down), the calculation gives 5.686 / 5.299 eV. The charge is +2.

Mulliken atomic charge list, values in e, 6 entries: -0.522, -0.363, -0.511, 0.148, -0.307, -0.375